[1]
# C5H11N

An isolated molecule of C5H11N (ωB97M-V/def2-TZVPD, the Open Molecules 2025 dataset).

Properties
Relative energy (zero: lowest compared OMol25 entry of this formula, charge and spin) in kJ/mol: 134.34
Largest force on an atom in eV Å⁻¹: 0.29

```
17
Properties=species:S:1:pos:R:3:mulliken_charge:R:1
C -1.4708 -1.0958 -1.9157 -1.17
C -0.3150 -0.2696 -1.3661 -0.27
C -0.3230 -0.1106 0.1514 -0.59
N 0.8448 0.6789 0.5368 -0.21
C 0.8272 1.4827 1.7359 -0.41
C 1.6751 0.2689 1.6463 -0.47
H -1.4481 -2.1233 -1.5362 0.32
H -1.4275 -1.1465 -3.0081 0.33
H -2.4385 -0.6608 -1.6437 0.32
H 0.6412 -0.7191 -1.6559 0.28
H -0.3244 0.7347 -1.8040 0.28
H -0.3219 -1.0998 0.6374 0.29
H -1.2463 0.3980 0.4642 0.30
H 1.2607 2.4759 1.6376 0.24
H -0.0423 1.4272 2.3906 0.26
H 2.7477 0.3474 1.4856 0.24
H 1.3611 -0.5882 2.2440 0.25
```

[2]
# C3H4N2O

An isolated molecule of C3H4N2O (ωB97M-V/def2-TZVPD, the Open Molecules 2025 dataset).

Properties
Relative energy (zero: lowest compared OMol25 entry of this formula, charge and spin) in kJ/mol: 213.13
Largest force on an atom in eV Å⁻¹: 0.44

```
10
Properties=species:S:1:pos:R:3:mulliken_charge:R:1
C -1.4464 -0.2288 -0.0180 -1.01
C 0.0354 -0.0277 0.0014 0.75
C 0.9769 0.9556 -0.0008 -0.51
N 2.2061 0.3335 0.0278 -0.25
N 2.0629 -0.9128 0.0460 -0.13
O 0.7054 -1.1915 0.0304 -0.11
H -1.7253 -0.8104 0.8667 0.28
H -1.6985 -0.8360 -0.8935 0.28
H -2.0476 0.6822 -0.0403 0.32
H 0.9310 2.0360 -0.0197 0.39
```

[3]
# C19H22Cl3I2N3NiO2Si

A structure of composition C19H22Cl3I2N3NiO2Si (ωB97M-V/def2-TZVPD, the Open Molecules 2025 dataset).

Properties
Relative energy (zero: lowest compared OMol25 entry of this formula, charge and spin) in kJ/mol: 0.00
Largest force on an atom in eV Å⁻¹: 1.28

```
53
Properties=species:S:1:pos:R:3:mulliken_charge:R:1
Ni 0.1706 0.0883 0.1404 0.43
I -2.1906 -6.7707 -1.7066 0.05
C -1.7712 -4.9270 -0.8499 -0.42
C -2.7814 -4.2094 -0.2296 -0.44
C -2.4944 -2.9849 0.3493 -0.16
I -4.0262 -1.8961 1.2423 0.03
C -1.1972 -2.4422 0.3579 -0.10
O -0.9016 -1.3369 0.9589 -0.50
C -0.2072 -3.1725 -0.3226 0.96
C 1.1576 -2.5758 -0.4231 -1.54
N 1.0882 -1.2648 -1.1296 0.41
C 0.5499 -1.4187 -2.4961 -1.34
C -0.8086 -0.7657 -2.6928 0.80
C -1.4769 -0.9038 -3.9053 -0.94
C -2.7396 -0.3633 -4.0323 -0.39
C -3.3011 0.2915 -2.9419 -0.87
C -2.5583 0.3946 -1.7846 -0.12
N -1.3269 -0.1130 -1.6550 0.59
C -0.4885 -4.4002 -0.9022 -0.47
H -3.7906 -4.5967 -0.2007 0.39
H 1.7963 -3.2524 -0.9996 0.41
H 1.6237 -2.4050 0.5477 0.36
H 2.0282 -0.9010 -1.2312 0.34
H 0.4289 -2.4816 -2.7174 0.33
H 1.2630 -1.0189 -3.2199 0.53
H -1.0067 -1.4369 -4.7214 0.46
H -3.2856 -0.4544 -4.9620 0.41
H -4.2964 0.7106 -2.9844 0.45
H -2.9684 0.8906 -0.9177 0.19
H 0.3011 -4.9413 -1.4110 0.40
Cl 3.5848 0.2782 0.5283 -0.33
Si 1.9538 1.3849 -0.1653 0.41
Cl 2.4345 1.7510 -2.1699 -0.32
Cl 2.1595 3.2118 0.7988 -0.31
O 0.1632 0.7821 1.9460 -0.42
C -0.2599 1.7997 2.4996 0.36
C 0.0709 2.0579 3.9334 -0.73
C -1.2563 1.9191 4.7237 -0.74
C -2.3035 0.9764 4.0933 -0.40
C -3.1907 1.5995 3.0013 -0.83
C -2.4725 1.8723 1.6815 0.51
N -1.2033 2.5894 1.9207 -0.12
H 0.4890 3.0610 4.0446 0.36
H 0.8198 1.3363 4.2502 0.38
H -1.7048 2.9080 4.8550 0.30
H -1.0131 1.5640 5.7248 0.42
H -2.9588 0.6300 4.8938 0.42
H -1.8225 0.0760 3.6950 0.11
H -3.6343 2.5267 3.3826 0.35
H -4.0193 0.9204 2.7913 0.27
H -3.0792 2.4657 0.9983 0.44
H -2.2279 0.9272 1.1951 -0.77
H -1.3619 3.4300 2.4631 0.38
```

[4]
# C4H14NO3

A cluster of 2 separate species, C4H14NO3 in total (ωB97M-V/def2-TZVPD, the Open Molecules 2025 dataset).

Properties
Total charge: +1
Relative energy (zero: lowest compared OMol25 entry of this formula, charge and spin) in kJ/mol: 119.04
Largest force on an atom in eV Å⁻¹: 2.16

```
22
Properties=species:S:1:pos:R:3:mulliken_charge:R:1
C 0.7812 -1.3814 -0.7094 -0.78
O 0.2844 -2.3679 -1.6284 -0.53
C -0.1380 -0.1607 -0.8026 -0.05
C 0.0245 0.7957 0.3628 -0.72
C -1.2275 0.7512 1.2395 -0.62
O -2.3029 1.2429 0.4674 -0.53
N 0.1540 0.5611 -2.1476 -0.10
H 1.7342 -1.1460 -1.2110 0.37
H 0.9254 -1.8334 0.2694 0.44
H -0.1710 -3.1036 -1.2068 0.32
H -1.1415 -0.5685 -0.9249 0.31
H 0.1679 1.8548 0.1022 0.42
H 0.9632 0.5538 0.8451 0.33
H -1.0912 1.3525 2.1489 0.44
H -1.4062 -0.2600 1.5954 0.29
H -2.7875 1.9127 0.9570 0.33
H 0.2438 1.5385 -1.8854 0.36
H 1.0147 0.2043 -2.5548 0.35
H -0.6381 0.4098 -2.7670 0.37
H 2.4530 -0.3352 3.1770 0.29
H 2.1419 1.1359 3.3151 0.29
O 1.9712 0.3823 2.7294 -0.59
```

[5]
# C10H9N2O6Pt

A structure of composition C10H9N2O6Pt (ωB97M-V/def2-TZVPD, the Open Molecules 2025 dataset).

Properties
Total charge: -1
2S+1: 3
Relative energy (zero: lowest compared OMol25 entry of this formula, charge and spin) in kJ/mol: 129.54
Largest force on an atom in eV Å⁻¹: 0.70

```
28
Properties=species:S:1:pos:R:3:mulliken_charge:R:1
Pt 1.2611 0.6491 -1.0069 0.70
O -3.1163 -1.4145 4.2307 -0.73
C -1.8859 -1.5972 4.1946 0.46
O -1.1369 -2.2542 4.9411 -0.71
C -1.1656 -0.9142 3.0087 0.32
C -1.9044 -0.1921 2.0715 -0.70
C -1.2608 0.3756 0.9951 -0.36
N 0.0582 0.2604 0.8154 -0.57
C 0.7939 -0.3712 1.7417 0.41
C 0.2162 -0.9757 2.8409 -0.43
C 2.3011 -0.3170 1.5400 0.60
O 3.0337 -0.7333 2.4152 -0.67
O 2.7010 0.2319 0.4318 -0.72
H -2.9721 -0.0991 2.2151 0.47
H -1.7970 0.9510 0.2512 0.56
H 0.8334 -1.4828 3.5680 0.55
C 1.6708 0.6822 -4.0943 -0.73
O 0.3859 0.1723 -3.7042 -0.29
C 0.0715 0.1929 -2.4227 0.38
C -1.2996 -0.3822 -2.2578 -0.97
H 2.4504 -0.0045 -3.7675 0.34
H 1.8381 1.6629 -3.6552 0.35
H 1.6478 0.7431 -5.1793 0.24
H -1.7103 -0.7137 -3.2111 0.36
H -1.9524 0.3710 -1.8182 0.19
H -1.2634 -1.2109 -1.5499 0.29
O 0.6884 3.5863 -1.1886 -0.29
N 1.5130 2.7842 -1.4055 -0.03
```

[6]
# C22H35N3O5

An isolated molecule of C22H35N3O5 (ωB97M-V/def2-TZVPD, the Open Molecules 2025 dataset).

Properties
Relative energy (zero: lowest compared OMol25 entry of this formula, charge and spin) in kJ/mol: 49.60
Largest force on an atom in eV Å⁻¹: 0.66

```
65
Properties=species:S:1:pos:R:3:mulliken_charge:R:1
C -4.0227 -3.2634 -0.2512 -0.94
H -4.3732 -4.2950 -0.2565 0.25
O -5.1889 -2.4769 -0.2303 -0.46
C -5.0628 -1.1094 -0.1559 1.00
C -3.8259 -0.4751 -0.1680 -0.85
C -3.7317 0.9088 -0.1139 -0.63
C -4.8944 1.6710 -0.0585 -0.61
C -6.1335 1.0603 -0.0372 0.80
C -6.2379 -0.3469 -0.0758 0.67
O -7.5204 -0.8047 -0.0609 -0.47
C -7.8087 -2.1469 0.2541 -0.77
H -8.8917 -2.1819 0.3751 0.28
H -7.3293 -2.4553 1.1863 0.32
H -7.5092 -2.8275 -0.5457 0.23
O -7.3230 1.7210 0.0273 -0.41
C -7.2950 3.1269 0.0511 -0.92
H -6.7707 3.5054 0.9346 0.36
H -8.3376 3.4391 0.0887 0.22
H -6.8254 3.5362 -0.8490 0.37
H -4.7826 2.7422 -0.0272 0.56
C -2.4431 1.6567 -0.1166 0.45
O -2.3986 2.8738 -0.2083 -0.75
N -1.3239 0.9047 -0.0274 0.08
H -1.3699 -0.0845 0.1826 0.12
C -0.0097 1.4754 0.1091 -0.92
H -0.1286 2.5495 0.2803 0.47
H 0.5582 1.3316 -0.8209 0.27
C 0.7332 0.8062 1.2746 -0.31
C 0.8765 -0.6790 0.9794 0.74
O -0.0967 -1.4177 0.9078 -0.82
N 2.1333 -1.1011 0.7965 0.02
H 2.9179 -0.4573 0.6980 -0.08
C 2.4626 -2.4492 0.3945 -0.84
H 3.0060 -2.9469 1.2066 0.29
C 3.3221 -2.4370 -0.8689 -0.71
H 2.7833 -1.9169 -1.6618 0.30
H 3.4876 -3.4648 -1.1949 0.40
C 4.6868 -1.7797 -0.6323 -0.97
N 4.5693 -0.3696 -0.2800 0.64
C 4.3968 0.4842 -1.4461 -0.89
C 4.0036 1.8967 -1.0251 -0.14
C 5.0470 2.4751 -0.0768 -0.92
C 5.2460 1.5219 1.0970 -0.74
H 4.3195 1.4726 1.6744 0.22
H 6.0308 1.8927 1.7578 0.41
C 5.6088 0.1060 0.6311 -0.09
C 7.0384 0.0414 0.0754 -1.53
H 7.7397 0.3576 0.8431 0.45
H 7.2879 -0.9761 -0.2168 0.36
H 7.1636 0.6876 -0.7881 0.31
H 5.5683 -0.5540 1.5091 0.45
H 5.9896 2.6186 -0.6072 0.32
H 4.7223 3.4503 0.2897 0.39
H 3.0347 1.8657 -0.5234 -0.24
H 3.9031 2.5233 -1.9125 0.45
H 3.6020 0.0579 -2.0625 0.44
H 5.3085 0.5194 -2.0643 0.38
H 5.1744 -2.2989 0.1970 0.52
H 5.3105 -1.9190 -1.5297 0.32
H 1.5245 -2.9840 0.2247 0.45
H 1.7062 1.2733 1.4223 0.06
H 0.1392 0.9242 2.1826 0.38
H -2.9379 -1.0791 -0.2384 0.52
H -3.4011 -3.0973 0.6340 0.37
H -3.4283 -3.0820 -1.1525 0.34
```